C21H37N2O2 | the ωB97M-V functional and the def2-TZVPD basis

The value obtained for the energy relative to the best compared isomer or geometry (same formula, charge and spin) is 11.1 kJ/mol. The total energy comes out at -1082.1730 Ha. Its SMILES is CC[N@H+]1CCC[C@@H]1CNC[C@H](O)COc1ccc(C(C)(C)C)cc1C. The value obtained for the lowest unoccupied orbital energy is -0.07659 Ha. Its HOMO energy is -10.5 eV. The charge is +1.

```
62
Properties=species:S:1:pos:R:3:forces:R:3
C -1.436 -2.679 3.490 -0.1483 -0.0161 -0.0846
C -2.724 -2.586 2.688 0.1604 0.2634 0.5459
N -2.571 -3.187 1.353 0.1758 0.0330 -0.0934
C -2.354 -4.645 1.345 0.1773 -0.6543 -0.1941
C -2.649 -5.038 -0.093 -0.0763 0.0140 0.0358
H -2.887 -6.094 -0.189 0.0536 -0.0433 0.0194
C -3.836 -4.143 -0.458 0.0440 -0.0960 0.0206
H -3.865 -3.917 -1.521 -0.0599 0.0528 -0.0332
H -4.771 -4.640 -0.204 -0.0163 0.0187 -0.0117
C -3.669 -2.876 0.398 -0.5224 0.1148 -0.4477
H -4.589 -2.671 0.948 0.1420 -0.0099 0.0576
C -3.235 -1.593 -0.374 -0.0702 0.0253 0.1957
N -1.789 -1.475 -0.302 0.1174 0.5662 -0.2301
H -1.484 -0.525 -0.127 -0.0966 -0.0010 0.0062
C -1.025 -2.002 -1.425 0.5777 -0.1629 -0.0055
H -1.502 -2.911 -1.790 -0.0019 -0.0130 -0.0305
H -0.946 -1.289 -2.251 -0.1049 -0.0799 0.0524
C 0.387 -2.358 -0.943 -0.1494 0.5590 -0.4368
C 1.101 -1.138 -0.320 0.0536 -0.3424 0.2320
O 0.644 0.022 -0.961 0.0119 0.2465 -0.1630
C 1.269 1.225 -0.677 -0.0250 0.3520 -0.0856
C 2.225 1.399 0.309 -0.0748 -0.3404 0.0062
C 2.781 2.649 0.519 -0.0555 0.0758 -0.0724
C 2.401 3.753 -0.234 0.0126 -0.0192 0.0397
C 1.436 3.553 -1.214 0.0656 -0.1220 0.1071
C 0.863 2.315 -1.450 -0.0741 -0.3194 0.0062
C -0.174 2.125 -2.515 0.0728 -0.0565 0.0614
H -1.140 1.888 -2.069 -0.1226 -0.0308 -0.0455
H -0.282 3.026 -3.112 -0.0397 0.0445 -0.0496
H 0.103 1.299 -3.168 -0.0643 -0.0321 -0.1114
H 1.107 4.375 -1.828 -0.0324 0.1324 -0.0840
C 3.044 5.105 0.031 0.0944 0.1846 0.0472
C 2.502 6.206 -0.883 0.0704 -0.2171 0.1411
H 1.432 6.344 -0.740 -0.1378 0.0463 -0.0408
H 2.995 7.146 -0.646 0.0412 0.0835 0.0181
H 2.698 5.980 -1.928 -0.0236 0.0138 -0.1515
C 4.557 4.989 -0.202 -0.1792 0.0340 0.0172
H 5.010 4.267 0.471 0.0836 -0.0848 0.0718
H 5.034 5.953 -0.036 0.0854 0.1136 0.0291
H 4.758 4.677 -1.224 0.0644 -0.0299 -0.1036
C 2.772 5.512 1.486 0.0278 -0.0338 -0.1841
H 1.700 5.573 1.667 -0.1074 0.0204 0.0569
H 3.197 4.799 2.186 0.0423 -0.0733 0.1106
H 3.210 6.487 1.687 0.0603 0.1211 0.0522
H 3.526 2.747 1.293 0.0946 0.0403 0.0879
H 2.553 0.574 0.923 0.0185 -0.0923 0.0452
H 2.188 -1.247 -0.429 -0.0901 0.0402 0.0551
H 0.862 -1.105 0.756 0.0498 -0.0354 -0.1424
H 0.957 -2.717 -1.808 -0.0638 0.0232 0.0865
O 0.251 -3.389 0.023 0.0638 -0.1662 0.1433
H 1.126 -3.720 0.250 -0.0090 -0.0563 0.0275
H -3.688 -0.722 0.102 0.0755 -0.0097 -0.0483
H -3.609 -1.637 -1.400 -0.0028 -0.0151 0.0745
H -1.781 -4.822 -0.712 0.0269 -0.0348 0.0017
H -1.333 -4.877 1.639 -0.0570 0.0826 0.1005
H -3.058 -5.113 2.037 0.0238 0.0904 0.0409
H -1.760 -2.671 0.848 -0.2492 -0.1778 0.4701
H -2.994 -1.537 2.553 -0.0670 -0.0631 -0.0814
H -3.539 -3.091 3.213 -0.0373 0.0512 -0.1861
H -1.198 -3.706 3.749 0.0521 -0.0981 0.0312
H -1.544 -2.118 4.413 -0.0085 0.0364 0.0718
H -0.606 -2.256 2.929 0.1277 0.0469 -0.0496
```
Positions in Å, forces in eV/Å.

Atomic partial charges in e from the Mulliken method, atoms 1 to 4:
1. C -1.1099
2. C -0.4199
3. N 0.6180
4. C -0.6771

---

C5H5N | the ωB97M-V functional and the def2-TZVPD basis

The value obtained for the energy relative to the best compared isomer or geometry (same formula, charge and spin) is 331.9 kJ/mol. The total energy comes out at -248.1486 Ha. Its SMILES is CC#CCC#N. The value obtained for the lowest unoccupied orbital energy is 0.01285 Ha. Its HOMO energy is -10.1 eV. The charge is 0.

```
11
Properties=species:S:1:pos:R:3:forces:R:3
C -1.820 -0.285 -0.651 -0.2914 -0.0096 -0.1583
C -0.770 0.706 -0.668 0.0944 0.2729 -0.1471
C 0.293 1.238 -0.429 -0.6058 -0.8916 0.3241
C 1.254 0.486 0.451 0.5012 0.1040 0.2520
C 2.071 -0.416 -0.369 0.7205 -0.5601 -0.4727
N 2.663 -1.164 -1.022 -0.5364 0.7158 0.6307
H -2.651 -0.014 -1.291 -0.2772 -0.1451 -0.0503
H -2.164 -0.413 0.383 -0.1217 0.0799 -0.2312
H -1.384 -1.234 -0.988 -0.2081 0.1509 -0.0907
H 1.864 1.127 1.077 0.3366 -0.0118 -0.0242
H 0.655 -0.162 1.114 0.3879 0.2946 -0.0323
```
Positions in Å, forces in eV/Å.

Atomic partial charges in e from the Mulliken method, atoms 1 to 4:
1. C -1.0378
2. C 0.0555
3. C -0.0449
4. C -0.1704

---

> Which value of lowest unoccupied orbital energy does entry 2 give?

0.01285 Ha

---

> What is the HOMO energy in the second record?

-10.1 eV

---

> Which of these has the lowest energy relative to the best compared isomer or geometry (same formula, charge and spin)?

C21H37N2O2